1.
{
  "formula": "C16H21N3O4PtSSe4",
  "method": "wB97M-V/def2-TZVPD",
  "elements": ["Pt", "Se", "Se", "Se", "Se", "C", "C", "C", "O", "C", "O", "O", "H", "H", "H", "H", "H", "H", "H", "C", "C", "C", "N", "C", "S", "N", "C", "O", "C", "C", "C", "C", "C", "C", "H", "H", "H", "H", "H", "H", "H", "H", "H", "H", "H", "H", "H", "H", "N", "C"],
  "xyz": [[-0.564, 3.059, 0.248], [-0.199, 5.398, 1.380], [-1.704, 4.961, 2.867], [-2.757, 5.367, -1.431], [-0.923, 4.219, -1.885], [2.325, 0.148, 3.227], [1.461, 1.396, 3.295], [1.117, 1.707, 4.737], [2.171, 2.520, 2.837], [0.205, 1.188, 2.422], [-0.126, 0.077, 2.015], [-0.438, 2.256, 2.173], [3.325, 0.330, 3.674], [2.453, -0.209, 2.213], [1.886, -0.647, 3.796], [2.030, 1.955, 5.244], [0.635, 0.888, 5.231], [0.455, 2.583, 4.799], [2.531, 2.283, 1.966], [1.167, -3.673, -1.331], [1.835, -2.600, -0.449], [1.793, -1.190, -1.022], [0.546, -0.524, -0.703], [0.401, 0.780, -1.257], [1.641, 2.096, -0.744], [0.239, 0.785, -2.712], [-0.585, -0.046, -3.443], [-0.446, -0.209, -4.628], [-1.615, -0.842, -2.655], [-2.261, -0.401, -1.515], [-3.174, -1.208, -0.874], [-3.451, -2.458, -1.398], [-2.864, -2.915, -2.584], [-1.993, -2.067, -3.227], [1.126, -4.671, -0.940], [1.714, -3.797, -2.267], [0.124, -3.393, -1.584], [2.875, -2.863, -0.194], [1.316, -2.538, 0.513], [1.886, -1.258, -2.095], [2.639, -0.631, -0.618], [0.407, -0.467, 0.294], [0.962, 1.218, -3.288], [-2.851, 1.316, -0.529], [-3.625, -0.877, 0.048], [-4.155, -3.103, -0.853], [-3.114, -3.876, -3.037], [-1.517, -2.347, -4.159], [-2.032, 0.868, -0.882], [-0.870, 1.413, -0.674]],
  "forces_ev_per_angstrom": [[0.18, 0.59, -0.05], [0.33, -0.01, -0.27], [-0.26, -0.01, 0.34], [-0.42, 0.16, 0.10], [0.44, -0.38, 0.19], [0.95, 0.18, 0.35], [0.13, -0.67, 0.30], [-0.72, 0.82, -0.37], [0.42, 0.27, -0.72], [0.20, -1.02, 0.24], [0.19, 0.00, 0.02], [-0.63, 1.45, -0.29], [-0.56, 0.14, -0.28], [0.06, 0.01, -0.31], [-0.40, -0.52, 0.21], [0.51, 0.05, 0.34], [-0.26, -0.56, 0.24], [0.17, -0.21, -0.10], [-0.11, 0.26, 0.17], [-0.30, 0.87, -0.62], [-0.27, -0.49, 0.53], [0.23, -0.38, 0.18], [0.05, 0.00, -0.70], [-0.72, 0.37, 0.19], [-0.29, -0.28, -0.12], [0.38, -0.01, -0.49], [0.00, -0.51, 1.47], [0.03, 0.19, -0.59], [-0.05, 0.32, -1.09], [0.10, 0.03, 0.26], [-0.13, -0.53, -0.29], [-0.62, -0.91, 0.30], [-0.49, 0.36, 0.26], [0.73, 0.37, 0.18], [0.07, -0.40, 0.78], [0.00, 0.27, -0.16], [0.55, 0.00, 0.14], [-0.32, -0.01, -0.31], [0.02, -0.21, 0.08], [0.18, 0.19, -0.53], [0.22, 0.21, -0.10], [-0.10, -0.07, 0.52], [-0.25, -0.01, 0.49], [-0.45, 0.40, 0.36], [-0.14, 0.00, 0.12], [0.35, 0.30, -0.32], [0.02, 0.26, 0.35], [-0.03, 0.06, 0.05], [1.27, -0.53, -0.55], [-0.24, -0.39, -0.47]],
  "s_squared": 6.02,
  "charge": 0,
  "homo_energy_ha": [-0.2920, -0.3018],
  "multiplicity": 5
}



2.
{
  "formula": "C5H8O3",
  "method": "wB97M-V/def2-TZVPD",
  "elements": ["C", "O", "C", "C", "O", "C", "C", "O", "H", "H", "H", "H", "H", "H", "H", "H"],
  "xyz": [[-1.071, -0.940, 0.550], [-0.101, -0.444, 1.344], [0.920, 0.274, 0.759], [0.107, 1.536, 0.069], [-0.947, 1.058, -0.630], [-0.866, -0.156, -0.722], [0.501, -0.820, -1.094], [1.562, -0.400, -0.274], [-2.039, -0.549, 1.068], [-1.031, -2.062, 0.377], [1.434, 0.713, 1.407], [-0.390, 2.222, 0.845], [1.015, 1.868, -0.500], [-1.799, -0.750, -1.142], [0.203, -2.053, -0.975], [0.959, -0.474, -1.974]],
  "forces_ev_per_angstrom": [[-2.73, 1.19, 1.14], [2.75, -1.15, 4.55], [-7.07, -0.62, -6.06], [3.21, 0.69, 3.08], [-1.94, 8.35, -1.33], [-1.84, -13.50, -1.79], [-1.35, -2.76, -1.20], [0.03, 0.06, 2.46], [0.98, -1.32, -0.98], [-0.34, 1.31, 0.49], [5.16, 2.69, 5.61], [1.69, -0.56, -0.95], [-1.42, 1.06, -0.26], [1.76, 1.79, -1.39], [1.62, 3.38, -0.95], [-0.49, -0.61, -2.40]],
  "smiles": "C1O[C@H]2CO[C@@H]1CO2",
  "charge": 0,
  "homo_energy_ha": -0.3215
}



3.
{
  "formula": "C8H12NS",
  "method": "wB97M-V/def2-TZVPD",
  "elements": ["C", "C", "C", "C", "C", "C", "C", "C", "N", "S", "H", "H", "H", "H", "H", "H", "H", "H", "H", "H", "H", "H"],
  "xyz": [[3.114, 0.621, 0.420], [2.599, -0.673, 0.338], [2.275, 1.629, 0.034], [1.197, -0.844, 0.096], [0.948, 1.459, -0.233], [0.338, 0.245, -0.038], [-1.676, -1.130, 0.887], [-1.116, 0.065, 0.163], [-1.908, -0.470, -1.515], [-1.907, 1.619, 0.474], [4.146, 0.660, 0.655], [3.209, -1.565, 0.356], [2.658, 2.581, -0.218], [0.877, -1.929, 0.174], [0.428, 2.428, -0.279], [-2.744, -1.133, 0.762], [-1.227, -2.041, 0.538], [-1.434, -1.099, 1.909], [-2.589, -1.255, -1.162], [-1.393, -0.632, -2.334], [-2.555, 0.238, -1.753], [-3.239, 1.223, 0.727]],
  "forces_ev_per_angstrom": [[-0.52, -2.37, -0.60], [-2.14, 0.23, -0.70], [0.76, 0.54, -0.66], [1.56, -1.98, 1.06], [-0.77, 1.85, 1.05], [-0.10, -1.48, 0.11], [0.50, 0.31, -0.67], [-1.06, 0.20, -1.19], [-2.27, -1.45, 3.16], [-1.22, -0.15, 0.38], [0.81, 0.83, 0.12], [0.12, 0.11, 0.42], [0.53, 1.04, 0.39], [0.00, 1.60, -0.28], [-0.21, -0.76, -0.57], [-0.44, -0.21, 0.24], [0.01, -0.46, -0.43], [0.20, 0.38, 1.48], [2.17, 1.31, -1.61], [1.16, -1.02, -1.21], [-0.67, 1.44, -0.26], [1.56, 0.04, -0.24]],
  "charge": 1,
  "homo_energy_ha": -0.4795
}



4.
{
  "formula": "H13O6",
  "method": "wB97M-V/def2-TZVPD",
  "elements": ["O", "H", "H", "O", "H", "H", "O", "H", "H", "O", "H", "H", "O", "H", "H", "O", "H", "H", "H"],
  "xyz": [[1.671, -0.196, -0.533], [2.021, 0.538, -0.014], [2.100, -0.039, -1.385], [-0.217, -2.058, -1.199], [0.038, -2.585, -1.963], [0.451, -1.355, -1.070], [-1.763, -2.162, 0.608], [-1.022, -2.105, -0.328], [-1.720, -2.933, 1.182], [-0.950, 2.369, 2.983], [-0.497, 2.098, 3.792], [-1.501, 3.108, 3.265], [2.061, 1.487, -2.992], [1.696, 1.206, -3.840], [2.817, 2.013, -3.280], [-1.457, 0.310, 1.183], [-1.584, 1.167, 1.638], [-0.537, 0.432, 0.889], [-1.606, -1.296, 1.064]],
  "forces_ev_per_angstrom": [[0.14, -0.02, -0.12], [-0.20, -0.11, 0.23], [-0.02, 0.23, -0.37], [0.77, 0.63, -0.57], [-0.46, -0.34, 0.10], [0.19, 0.26, 0.36], [0.25, 0.23, -0.88], [-0.63, -1.05, 0.49], [0.18, 0.02, 0.16], [-0.06, 0.12, 0.18], [-0.03, -0.08, -0.15], [0.00, 0.05, -0.11], [0.22, -0.14, -0.34], [-0.22, -0.06, 0.12], [0.05, 0.06, 0.29], [1.05, 0.46, -0.35], [-0.32, -0.43, 0.44], [-0.31, -0.13, -0.08], [-0.59, 0.31, 0.60]],
  "charge": 1,
  "homo_energy_ha": -0.5554
}



5.
{
  "formula": "C5H3F",
  "method": "wB97M-V/def2-TZVPD",
  "elements": ["C", "C", "C", "C", "C", "F", "H", "H", "H"],
  "xyz": [[2.018, 0.829, -0.005], [0.812, 0.344, 0.007], [-0.368, -0.170, -0.013], [-1.373, -1.325, -0.001], [-1.810, -0.090, -0.003], [-2.866, 0.696, 0.006], [2.550, 1.054, 0.907], [2.535, 1.038, -0.929], [-1.498, -2.376, 0.030]],
  "forces_ev_per_angstrom": [[0.23, 0.15, 0.00], [-0.23, -0.40, -0.04], [-1.40, -0.24, 0.07], [0.42, 1.86, 0.02], [0.52, -0.65, -0.04], [0.40, -0.24, 0.00], [0.07, 0.03, 0.18], [0.07, 0.03, -0.18], [-0.08, -0.54, -0.01]],
  "smiles": "C=C=C1C=C1F",
  "charge": 0,
  "homo_energy_ha": -0.3083
}



6.
{
  "formula": "C19H31F6MgN5O4S2Se",
  "method": "wB97M-V/def2-TZVPD",
  "elements": ["Mg", "F", "C", "F", "F", "S", "O", "O", "N", "S", "O", "O", "C", "F", "F", "F", "N", "C", "C", "N", "H", "H", "H", "H", "H", "H", "H", "H", "H", "C", "C", "C", "C", "N", "C", "Se", "N", "C", "C", "C", "C", "C", "C", "C", "C", "C", "C", "H", "H", "H", "H", "H", "H", "H", "H", "H", "H", "H", "H", "H", "H", "H", "H", "H", "H", "H", "H", "H", "H"],
  "xyz": [[1.782, -0.247, 0.481], [2.860, 1.489, 5.279], [3.003, 1.910, 4.046], [2.601, 3.156, 3.929], [4.277, 1.800, 3.675], [1.946, 0.816, 2.942], [2.867, -0.099, 2.234], [0.943, 0.226, 3.749], [1.281, 1.710, 1.798], [2.185, 2.457, 0.704], [3.339, 3.135, 1.194], [2.388, 1.506, -0.399], [0.971, 3.701, 0.071], [0.593, 4.478, 1.060], [-0.069, 3.059, -0.441], [1.584, 4.397, -0.868], [7.435, 0.950, 0.916], [6.607, 0.052, 0.022], [5.165, 0.012, 0.525], [4.256, -0.693, -0.376], [8.402, 1.016, 0.590], [7.458, 0.602, 1.878], [7.050, 1.898, 0.944], [7.085, -0.927, 0.038], [6.679, 0.464, -0.983], [4.805, 1.035, 0.651], [5.124, -0.463, 1.506], [4.551, -1.656, -0.498], [4.228, -0.234, -1.281], [-4.574, -2.224, 2.508], [-3.542, -2.700, 1.493], [-2.107, -2.316, 1.850], [-1.810, -0.826, 1.720], [-2.042, -0.310, 0.364], [-1.300, -0.558, -0.728], [0.226, -1.673, -0.834], [-1.846, 0.063, -1.784], [-1.412, -0.003, -3.182], [-2.335, -0.877, -4.027], [-2.344, -2.348, -3.605], [-1.189, -3.143, -4.202], [-2.969, 0.764, -1.359], [-3.857, 1.580, -2.052], [-4.872, 2.153, -1.314], [-4.997, 1.923, 0.064], [-4.112, 1.118, 0.751], [-3.088, 0.539, 0.007], [-5.565, -2.605, 2.266], [-4.654, -1.136, 2.545], [-4.322, -2.572, 3.511], [-3.790, -2.320, 0.495], [-3.592, -3.787, 1.415], [-1.402, -2.874, 1.235], [-1.904, -2.589, 2.889], [-0.784, -0.594, 2.008], [-2.452, -0.243, 2.377], [-0.394, -0.388, -3.186], [-1.385, 1.022, -3.553], [-1.984, -0.794, -5.058], [-3.345, -0.463, -4.012], [-3.294, -2.798, -3.896], [-2.311, -2.420, -2.512], [-1.176, -3.054, -5.289], [-1.269, -4.202, -3.958], [-0.223, -2.794, -3.827], [-3.761, 1.761, -3.114], [-5.589, 2.794, -1.807], [-5.810, 2.391, 0.602], [-4.219, 0.954, 1.813]],
  "forces_ev_per_angstrom": [[0.76, -0.45, -0.84], [0.02, -0.04, 0.01], [0.08, -0.04, -0.01], [-0.03, 0.00, 0.04], [0.00, 0.02, -0.02], [-0.16, 0.32, 0.16], [-0.19, -0.11, 0.11], [-0.03, 0.06, 0.06], [0.04, 0.01, -0.02], [-0.26, 0.28, 0.38], [0.11, -0.04, -0.09], [-0.03, -0.01, 0.00], [0.01, 0.04, -0.02], [0.01, 0.01, 0.00], [-0.03, -0.03, 0.01], [-0.01, -0.01, -0.01], [-0.01, 0.00, 0.02], [0.02, 0.02, -0.02], [0.11, 0.04, -0.04], [-0.30, 0.07, 0.38], [0.00, 0.00, 0.00], [0.00, 0.00, 0.00], [0.00, 0.00, 0.00], [-0.01, -0.01, -0.02], [-0.01, 0.01, 0.00], [-0.02, -0.01, -0.01], [0.02, -0.01, -0.01], [-0.09, -0.02, -0.13], [-0.03, -0.13, -0.07], [-0.02, 0.01, 0.01], [0.00, 0.00, -0.01], [-0.02, 0.02, 0.02], [-0.10, -0.05, -0.02], [0.18, 0.14, 0.05], [-0.03, -0.09, -0.05], [0.02, 0.05, 0.19], [0.05, 0.04, -0.01], [0.03, 0.00, -0.01], [0.03, 0.01, 0.00], [0.02, 0.01, 0.03], [0.04, 0.00, 0.02], [-0.01, 0.03, 0.05], [0.01, 0.00, 0.00], [0.00, 0.01, -0.01], [0.00, 0.01, 0.01], [0.02, 0.01, 0.00], [-0.09, -0.07, -0.06], [0.00, 0.00, -0.01], [0.02, 0.00, 0.01], [0.00, -0.01, 0.00], [-0.01, -0.01, 0.00], [0.01, 0.00, 0.01], [-0.01, 0.00, -0.01], [0.02, 0.00, 0.00], [0.01, -0.05, 0.00], [0.02, 0.02, 0.00], [0.00, -0.01, 0.01], [-0.01, -0.01, -0.02], [-0.06, 0.00, -0.02], [0.00, 0.01, 0.07], [0.02, 0.00, -0.07], [-0.07, -0.02, 0.00], [-0.02, -0.02, 0.00], [0.01, 0.01, 0.02], [0.00, 0.02, -0.02], [0.00, 0.00, 0.00], [0.00, 0.00, 0.00], [0.00, 0.00, 0.00], [0.00, 0.01, 0.00]],
  "charge": 2,
  "homo_energy_ha": -0.4951
}



For reference, energy relative to the best compared isomer or geometry (same formula, charge and spin) by record: 0.0, 137.8, 21.5, 13.9, 26.3, 0.4 kcal per mole.
For reference, total energy by record: -305060.0489, -11451.5457, -20807.9404, -12489.9228, -7945.9834, -144602.1930 eV.